[1]
{"formula": "C6H11N", "method": "wB97M-V/def2-TZVPD", "homo_energy_ev": -7.5, "total_energy_ha": -289.8396, "lumo_energy_ev": 1.06, "smiles": "C=CNC/C=C/C", "e_above_lowest_kj_mol": 346.8, "total_charge": 0, "fmax_ha_per_bohr": 0.1490, "symbols": ["C", "C", "N", "C", "C", "C", "C", "H", "H", "H", "H", "H", "H", "H", "H", "H", "H", "H"], "xyz": [[-1.230, 1.689, 2.413], [-0.456, 1.085, 1.447], [0.611, 0.186, 1.662], [0.951, -1.010, 0.792], [-0.251, -0.246, -2.755], [-0.035, -1.141, -1.617], [0.997, -0.701, -0.721], [-0.625, 1.878, 3.301], [-2.253, 1.825, 2.291], [-0.693, 1.138, 0.379], [1.034, 0.323, 2.567], [0.215, -1.858, 1.056], [1.968, -1.430, 0.962], [0.091, 0.780, -2.545], [-1.350, -0.123, -3.105], [0.125, -0.508, -3.735], [-0.742, -1.908, -1.376], [1.643, 0.018, -1.017]], "lowdin_charge": [-0.024, -0.221, -0.056, -0.191, -0.158, -0.129, -0.084, 0.037, 0.009, 0.095, 0.109, 0.126, 0.105, 0.074, 0.105, 0.058, 0.087, 0.057]}

[2]
{"formula": "C6H11N", "method": "wB97M-V/def2-TZVPD", "homo_energy_ev": -7.1, "total_energy_ha": -289.8581, "lumo_energy_ev": 0.98, "smiles": "C=C(/C=C/C)NC", "e_above_lowest_kj_mol": 298.3, "total_charge": 0, "fmax_ha_per_bohr": 0.0511, "symbols": ["C", "N", "C", "C", "C", "C", "C", "H", "H", "H", "H", "H", "H", "H", "H", "H", "H", "H"], "xyz": [[-1.499, -2.292, -0.345], [-0.423, -1.365, -0.128], [-0.284, -0.156, -0.798], [-1.319, 0.271, -1.579], [1.693, 2.067, 1.560], [1.366, 0.789, 0.872], [0.785, 0.710, -0.337], [-2.470, -1.900, -0.605], [-1.191, -2.928, -1.222], [-1.582, -3.024, 0.461], [0.393, -1.838, 0.216], [-1.134, 0.761, -2.520], [-2.357, 0.256, -1.276], [2.691, 2.087, 2.012], [0.991, 2.233, 2.372], [1.743, 2.926, 0.875], [1.559, -0.138, 1.425], [1.036, 1.541, -0.983]], "lowdin_charge": [-0.113, -0.053, -0.360, 0.016, -0.111, -0.166, -0.091, 0.062, 0.095, 0.077, 0.123, 0.042, 0.051, 0.068, 0.076, 0.079, 0.097, 0.107]}

[3]
{"formula": "C6H11N", "method": "wB97M-V/def2-TZVPD", "homo_energy_ev": -8.5, "total_energy_ha": -289.8688, "lumo_energy_ev": 1.06, "smiles": "C=CC(=C)CCN", "e_above_lowest_kj_mol": 270.1, "total_charge": 0, "fmax_ha_per_bohr": 0.0760, "symbols": ["C", "C", "C", "C", "C", "C", "N", "H", "H", "H", "H", "H", "H", "H", "H", "H", "H", "H"], "xyz": [[-0.590, 0.509, 1.477], [-1.140, 0.365, -0.032], [0.104, 0.042, -0.910], [0.523, 0.978, -1.786], [0.065, -2.476, -0.807], [0.746, -1.227, -0.720], [0.526, 1.490, 1.580], [-1.340, 0.948, 2.080], [-0.155, -0.438, 1.936], [-1.526, 1.360, -0.308], [-1.800, -0.512, -0.251], [-0.091, 1.819, -2.231], [1.519, 0.823, -2.320], [0.583, -3.413, -0.429], [-1.002, -2.525, -1.101], [1.831, -1.093, -0.469], [1.424, 1.134, 1.973], [0.322, 2.216, 2.319]], "lowdin_charge": [-0.248, -0.126, -0.411, 0.032, 0.023, -0.158, -0.044, 0.074, 0.119, 0.103, 0.103, 0.078, 0.076, 0.061, 0.053, 0.118, 0.071, 0.076]}